Density functional theory data (wB97M-V/def2-TZVPD) for a molecular structure, C10H12NOP.

Properties
* E_HOMO: -8.4 eV
* HOMO-LUMO gap: 9.19 eV
* energy above the lowest of the compared OMol25 structures with the same formula, charge and spin: 1.4536 eV
* strongest force on any atom: 5.112 eV/A
* spin multiplicity: 1

Last column: natural (NBO) charge in e.
Geometry (Å):
C -3.45 0.20 -0.09  -0.25
C -3.23 1.49 0.27  -0.19
C -2.43 -0.76 0.11  -0.15
C -2.00 1.90 0.69  -0.24
C -1.11 -0.34 0.50  -0.12
C -0.94 1.02 0.70  0.18
C -0.04 -1.37 0.66  -0.26
C 1.27 -1.28 0.56  -0.12
C 2.31 -2.23 0.93  -0.68
C 1.67 1.18 -1.58  -1.03
N 0.32 1.50 0.81  -0.98
O 2.86 1.72 0.87  -1.08
P 1.76 0.97 0.28  2.00
H -4.47 -0.19 -0.45  0.22
H -3.98 2.34 0.14  0.22
H -2.68 -1.84 -0.11  0.22
H -1.70 2.93 0.67  0.21
H -0.43 -2.45 0.75  0.20
H 1.85 -3.09 1.44  0.21
H 3.03 -1.92 1.66  0.24
H 2.84 -2.58 0.02  0.23
H 0.59 0.91 -1.76  0.24
H 1.78 2.33 -1.59  0.24
H 2.50 0.91 -2.37  0.27
H 0.44 2.39 1.34  0.43